The following is a quantum chemistry calculation of C11H29NP2Pd as an isolated structure, from OMol25.

2S+1: 1
DFT total energy: -35409.987 eV
Gap between HOMO and LUMO: 7.97 eV
Net charge: +2
HOMO level: -15.50 eV

The geometry in XYZ format:
```
44
Properties=species:S:1:pos:R:3:lowdin_charge:R:1
Pd 0.49463 0.01972 0.06412 0.478
C 1.61267 1.09479 -2.80108 -0.214
P 1.61092 1.63342 -1.07470 0.756
C 3.35017 1.78716 -0.59270 -0.222
C 0.85024 3.30091 -0.99869 -0.351
C 0.17012 3.39015 0.38086 -0.356
P -0.74157 1.82102 0.58452 0.747
C -2.30940 1.97173 -0.30227 -0.210
C -1.16306 1.62846 2.33298 -0.209
H 2.10408 1.85793 -3.40937 0.075
H 0.59142 0.95611 -3.15430 0.055
H 2.16129 0.16011 -2.91212 0.061
H 3.86475 2.48194 -1.25923 0.071
H 3.83983 0.81649 -0.66124 0.052
H 3.42787 2.15345 0.43128 0.057
H 0.10410 3.36336 -1.79449 0.093
H 1.59307 4.07664 -1.18198 0.107
H -0.48971 4.24886 0.50560 0.109
H 0.92965 3.42899 1.16653 0.097
H -2.86111 2.84708 0.04559 0.073
H -2.90822 1.08026 -0.11823 0.057
H -2.13744 2.05836 -1.37514 0.056
H -1.66374 2.53883 2.67339 0.076
H -0.26599 1.47442 2.93135 0.056
H -1.83800 0.78541 2.47102 0.055
C -2.65699 -3.44034 -0.35641 -0.023
C -1.39852 -2.78609 0.19375 -0.647
C -1.29678 -2.87549 1.70695 -0.034
C -0.09791 -3.47905 -0.50206 0.008
C -0.91719 -1.59872 -0.43454 0.013
H -2.74896 -4.46430 0.00542 0.103
H -2.65936 -3.45872 -1.44628 0.097
H -3.53309 -2.88787 -0.01629 0.100
H -1.32809 -3.91290 2.03892 0.102
H -2.14362 -2.35589 2.15689 0.097
H -0.37866 -2.41898 2.07803 0.063
H -0.23412 -4.48869 -0.11167 0.131
H 0.86655 -3.10643 -0.16834 0.069
H -0.14598 -3.52121 -1.58721 0.105
H -1.30060 -1.53529 -1.45810 0.072
N 2.20642 -1.03293 1.31506 0.023
H 2.97399 -1.44843 0.79192 0.057
H 1.83165 -1.78903 1.88178 0.041
H 2.63469 -0.37526 1.96049 0.055
```